[1]
{"formula": "C12H15N2O", "method": "ωB97M-V with the def2-TZVPD basis set", "orbital_gap_ev": [7.74, 6.10], "largest_force_ha_per_bohr": 0.115, "lumo_energy_ev": [-2.814, -6.574], "multiplicity": 3, "total_charge": 1, "molar_mass_g_mol": 203.3, "s_squared": 2.023, "elements": ["C", "C", "C", "C", "C", "C", "C", "C", "C", "C", "C", "C", "N", "N", "O", "H", "H", "H", "H", "H", "H", "H", "H", "H", "H", "H", "H", "H", "H", "H"], "coordinates": [[3.26458, 0.52993, -0.61897], [3.21441, -0.61561, 0.15669], [2.18648, 1.12086, -1.14688], [2.00401, -1.27540, 0.36264], [0.90523, 0.55861, -0.94743], [0.87333, -0.62863, -0.14542], [-0.54468, 0.75949, -1.42697], [-1.17347, 1.41520, -0.13711], [-1.84727, 0.60292, 0.80031], [-0.89688, 2.70265, -0.01204], [-1.41629, 0.51975, 2.22895], [-0.89048, -2.30749, 0.40734], [-0.88566, -0.72908, -1.45415], [-0.51505, -1.01019, -0.17849], [-2.18372, -0.94149, -1.82743], [4.21002, 0.77545, -1.10178], [4.00697, -0.97946, 0.87518], [2.29140, 1.99147, -1.86120], [1.83910, -2.25901, 0.79166], [-0.67449, 1.06281, -2.39903], [-2.76355, 0.08841, 0.50982], [-2.29518, -1.67323, -2.44067], [-0.38755, 3.26118, -0.71791], [-1.37062, 3.07331, 0.80526], [-2.27458, 0.52037, 2.84328], [-0.83535, 1.41835, 2.50676], [-0.84630, -0.29199, 2.38021], [-0.07903, -2.93694, 0.33470], [-1.06544, -2.02381, 1.47999], [-1.84993, -2.72843, -0.06733]], "atomic_forces_ev_per_a": [[2.5, -1.1, -0.3], [-0.1, -1.4, 2.5], [-3.7, 1.8, -2.5], [-1.5, 0.7, -0.3], [1.3, -1.1, 0.9], [-0.6, 2.0, -1.2], [1.8, -1.6, 2.6], [0.6, 0.3, -3.1], [-1.7, 0.7, 1.3], [-0.5, -1.8, -0.1], [-1.4, 4.1, -1.5], [-3.3, 2.0, 0.8], [-0.9, 1.6, -0.3], [2.4, -5.3, -0.9], [-0.8, 0.8, 1.4], [0.2, 0.5, 1.0], [-0.2, 0.4, -1.8], [0.0, -1.1, 1.0], [0.7, 0.3, 0.5], [-0.5, 1.6, -2.0], [0.4, -0.2, -0.1], [0.8, -0.4, -0.2], [0.9, 1.1, -1.1], [-0.7, 2.0, 2.3], [-0.9, -0.4, 1.0], [-0.1, -0.5, -0.1], [2.2, -3.0, 0.9], [1.6, -1.7, -0.2], [-0.1, -0.9, -0.9], [1.6, 0.8, 0.8]], "nbo_charge": [-0.183, -0.181, -0.182, -0.198, 0.016, 0.088, -0.097, -0.065, -0.128, -0.333, -0.655, -0.436, 0.161, -0.050, -0.528, 0.246, 0.253, 0.241, 0.233, 0.247, 0.212, 0.514, 0.211, 0.213, 0.240, 0.231, 0.199, 0.226, 0.249, 0.255]}

=====

[2]
{"formula": "C12H15N3", "method": "ωB97M-V with the def2-TZVPD basis set", "orbital_gap_ev": 8.07, "largest_force_ha_per_bohr": 0.192, "lumo_energy_ev": 0.760, "total_charge": 0, "molar_mass_g_mol": 201.3, "elements": ["N", "C", "C", "C", "C", "H", "H", "H", "H", "H", "N", "C", "C", "C", "C", "H", "H", "H", "H", "H", "N", "C", "C", "C", "C", "H", "H", "H", "H", "H"], "coordinates": [[-1.14356, 0.73341, -0.94368], [0.14697, 0.65682, -1.41683], [1.00085, 1.46273, -0.77044], [0.17212, 2.15719, 0.02751], [-1.12957, 1.76582, -0.06690], [-1.93377, 0.18729, -1.25581], [0.48198, -0.05596, -2.15583], [2.05015, 1.71150, -0.82950], [0.59692, 2.85010, 0.73873], [-1.92851, 2.01206, 0.61680], [3.52051, -1.15509, 1.83728], [3.18501, 0.12109, 2.27241], [2.04568, 0.52909, 1.56651], [1.63510, -0.56829, 0.73170], [2.56784, -1.52781, 0.97483], [4.37739, -1.64531, 2.05070], [3.78641, 0.72262, 2.93790], [1.49593, 1.45447, 1.65510], [0.74462, -0.58810, 0.12092], [2.60757, -2.50413, 0.51481], [-1.92148, -1.68152, -0.12245], [-2.63259, -0.55949, 0.19821], [-3.18062, 0.07162, -0.90418], [-2.59114, -0.54632, -1.94694], [-1.90046, -1.60998, -1.50886], [-1.35675, -2.21571, 0.52239], [-2.82130, -0.21785, 1.20522], [-3.82390, 0.93907, -0.89375], [-2.73640, -0.27235, -2.98146], [-1.31486, -2.22698, -2.17429]], "atomic_forces_ev_per_a": [[8.6, 4.7, 0.3], [-0.1, -1.8, -2.3], [0.7, 1.2, -1.8], [-0.6, 3.4, 3.1], [0.3, 0.0, 1.0], [4.4, 3.1, 0.4], [-0.6, -0.3, -0.2], [-0.1, -0.7, -0.4], [-0.6, 0.5, 0.1], [-0.2, 0.0, -0.4], [0.2, 1.6, 1.2], [-0.8, 0.8, -1.1], [0.8, -1.0, 1.1], [0.6, 0.3, 1.8], [-0.7, -2.2, -1.9], [-0.4, 0.1, -0.1], [0.1, -0.3, 0.0], [0.5, -0.3, 0.4], [0.5, -0.5, 0.4], [0.1, -0.1, 0.1], [-0.8, 1.8, -1.6], [-3.2, -0.2, 2.4], [-6.2, -1.6, 4.1], [-5.0, -5.2, -6.3], [1.5, -2.5, -0.5], [0.0, 0.1, -0.4], [0.3, -0.4, 0.1], [0.3, -0.1, 0.0], [0.3, -0.1, 0.0], [0.1, -0.3, 0.5]], "nbo_charge": [-0.519, -0.094, -0.299, -0.300, -0.113, 0.338, 0.195, 0.234, 0.195, 0.202, -0.519, -0.100, -0.310, -0.279, -0.085, 0.415, 0.209, 0.231, 0.227, 0.194, -0.503, -0.001, -0.329, -0.352, -0.034, 0.441, 0.226, 0.254, 0.252, 0.224]}

=====

[3]
{"formula": "C12H15N3OS", "method": "ωB97M-V with the def2-TZVPD basis set", "orbital_gap_ev": 9.39, "largest_force_ha_per_bohr": 0.016, "lumo_energy_ev": 0.656, "total_charge": 0, "molar_mass_g_mol": 249.3, "smiles": "CCn1cc(CNC(=O)c2ccc(C)s2)cn1", "elements": ["C", "C", "N", "C", "C", "C", "N", "C", "O", "C", "C", "C", "C", "C", "S", "C", "N", "H", "H", "H", "H", "H", "H", "H", "H", "H", "H", "H", "H", "H", "H", "H"], "coordinates": [[-4.29064, 1.38878, -3.17417], [-3.84094, -0.05436, -3.39170], [-2.80065, -0.42472, -2.47097], [-2.93518, -0.77666, -1.17642], [-1.66649, -0.99842, -0.68198], [-1.26360, -1.40986, 0.69462], [-0.12450, -0.64812, 1.15838], [1.04105, -1.24280, 1.51549], [1.17253, -2.45170, 1.58591], [2.13962, -0.32420, 1.84112], [2.25646, 1.03706, 1.76190], [3.51933, 1.50113, 2.17306], [4.35989, 0.49940, 2.56259], [5.75733, 0.61964, 3.05501], [3.60135, -1.04838, 2.42423], [-0.82529, -0.73566, -1.77783], [-1.52599, -0.38883, -2.83907], [-5.06103, 1.65058, -3.89396], [-3.44802, 2.06360, -3.30160], [-4.69149, 1.51750, -2.17126], [-3.43026, -0.17134, -4.39651], [-4.68592, -0.73760, -3.26575], [-3.89524, -0.86173, -0.70821], [-0.95129, -2.45983, 0.71565], [-2.10717, -1.28170, 1.38400], [-0.16702, 0.35218, 1.05802], [1.47897, 1.69738, 1.41837], [3.79573, 2.54101, 2.17919], [6.06308, 1.66307, 3.06382], [5.84333, 0.21878, 4.06429], [6.43810, 0.05802, 2.41659], [0.24394, -0.79219, -1.82281]], "atomic_forces_ev_per_a": [[0.1, -0.2, -0.1], [-0.3, 0.4, -0.3], [0.1, -0.3, 0.4], [0.3, -0.1, 0.2], [-0.2, 0.1, 0.0], [-0.1, -0.3, 0.1], [-0.1, 0.1, -0.1], [-0.4, 0.1, 0.0], [0.1, -0.2, 0.0], [0.7, 0.1, 0.2], [-0.3, -0.5, 0.0], [0.3, -0.1, 0.1], [-0.3, -0.3, -0.1], [0.1, -0.1, 0.0], [-0.2, 0.6, -0.1], [-0.3, 0.0, 0.2], [0.3, 0.2, -0.7], [-0.1, 0.1, -0.1], [0.1, 0.1, 0.0], [0.0, 0.0, 0.1], [-0.1, -0.1, 0.1], [0.1, 0.0, -0.1], [-0.2, 0.0, 0.1], [-0.1, 0.2, 0.1], [0.1, -0.1, -0.1], [0.1, -0.1, 0.0], [-0.2, 0.1, -0.1], [0.1, 0.2, 0.0], [0.0, 0.0, 0.0], [0.1, 0.0, 0.1], [0.1, 0.0, 0.0], [0.3, 0.0, -0.1]], "nbo_charge": [-0.611, -0.208, -0.160, -0.049, -0.158, -0.240, -0.595, 0.641, -0.623, -0.322, -0.202, -0.283, -0.167, -0.641, 0.494, -0.061, -0.260, 0.214, 0.218, 0.206, 0.227, 0.200, 0.214, 0.250, 0.197, 0.393, 0.212, 0.221, 0.224, 0.227, 0.227, 0.213]}